No. 1
C6H10 | ωB97M-V/def2-TZVPD

Last column: Löwdin charge in e.
Cartesian coordinates (Å):
C1 -2.189 -0.087 0.233  -0.109
C2 -0.704 -0.184 0.572  -0.271
C3 1.348 1.675 0.632  0.100
C4 1.999 0.668 -0.128  -0.250
C5 1.564 -0.562 -0.510  -0.109
C6 0.123 -0.984 -0.434  -0.216
H1 -2.647 -1.085 0.172  0.074
H2 -2.340 0.407 -0.736  0.074
H3 -2.735 0.486 0.992  0.071
H4 -0.551 -0.590 1.580  0.122
H5 1.389 2.643 0.091  0.024
H6 -0.259 0.849 0.676  0.046
H7 3.000 0.962 -0.474  0.108
H8 2.248 -1.222 -1.049  0.098
H9 -0.321 -0.922 -1.444  0.119
H10 0.075 -2.053 -0.173  0.118

## Properties
Net charge: 0
HOMO (spin up / spin down) (eV): -7.851 / -7.974
Lowest unoccupied orbital energy (spin up / spin down) (eV): -0.2696 / -0.4841


No. 2
C11H20NO4P | ωB97M-V/def2-TZVPD

Last column: Löwdin charge in e.
Cartesian coordinates (Å):
C1 -4.550 1.500 0.880  -0.072
C2 -3.563 1.149 -0.228  -0.291
O1 -2.315 1.776 0.105  -0.191
P1 -1.134 1.544 -1.000  0.501
O2 -1.662 1.704 -2.381  -0.249
O3 0.031 2.658 -0.761  -0.174
C3 1.367 2.198 -0.970  -0.301
C4 2.291 3.371 -1.262  -0.068
O4 -0.526 0.029 -0.850  -0.216
N1 0.032 -0.335 0.422  0.105
C5 0.621 -1.547 0.475  -0.145
C6 0.889 -2.164 1.850  -0.246
C7 2.010 -1.667 2.673  -0.120
C8 0.603 -1.374 3.092  -0.124
C9 0.649 -2.420 -0.772  -0.234
C10 1.301 -1.988 -2.056  -0.115
C11 1.932 -3.109 -1.263  -0.091
H1 -4.124 1.206 1.813  0.064
H2 -4.742 2.582 0.885  0.086
H3 -5.470 0.948 0.770  0.072
H4 -3.464 0.045 -0.362  0.128
H5 -3.961 1.506 -1.178  0.109
H6 1.699 1.702 -0.076  0.096
H7 1.379 1.497 -1.834  0.118
H8 3.351 3.085 -1.461  0.092
H9 1.963 3.839 -2.179  0.072
H10 2.225 4.111 -0.476  0.073
H11 0.617 -3.225 1.897  0.150
H12 2.549 -2.420 3.241  0.101
H13 2.581 -0.773 2.370  0.117
H14 0.158 -1.891 3.923  0.094
H15 0.210 -0.332 2.956  0.114
H16 -0.296 -2.927 -0.915  0.141
H17 1.790 -1.000 -2.027  0.105
H18 0.889 -2.276 -3.005  0.102
H19 2.848 -2.882 -0.703  0.108
H20 1.820 -4.120 -1.590  0.087

## Properties
Net charge: 0
SMILES string: CCOP(=O)(OCC)ON=C(C1CC1)C1CC1
HOMO (eV): -9.799
Lowest unoccupied orbital energy (eV): 0.6385


For reference, energy above the lowest of the compared OMol25 structures with the same formula, charge and spin by record: 4.244; 2.523 eV.